[1]
The following is a quantum chemistry calculation of C2HBiO3 as an isolated structure in a non-equilibrium geometry, from OMol25.

Structure (XYZ):
```
7
Properties=species:S:1:pos:R:3:forces:R:3
O -0.104922 -0.701992 0.133232 6.6 -1.0 -1.1
C -1.342805 -0.156715 0.052995 -4.7 2.6 0.4
O -1.659294 0.913564 0.482622 1.4 -1.7 -0.8
C 1.082731 -0.101267 -0.306136 -6.6 0.0 1.6
O 1.089758 1.039437 -0.719873 2.3 -0.7 0.2
Bi 2.978229 -0.083583 0.706806 0.6 0.6 -0.3
H -2.043699 -0.909441 -0.349649 0.3 0.2 0.0
```
Positions in Å, forces in eV/Å.

As for the energy: -516.2069 a.u. As for the LUMO energy (alpha / beta): -14.9 / -14.9 eV. The HOMO energy (alpha / beta) comes out at -0.708 / -0.708 hartree. Its total charge is +2. As for the energy relative to the best compared isomer or geometry (same formula, charge and spin): 283.8 kJ/mol.


[2]
The following is a quantum chemistry calculation of one molecule with the formula C2HBr2N3 in a non-equilibrium geometry, from OMol25.

Structure (XYZ):
```
8
Properties=species:S:1:pos:R:3:forces:R:3
Br 2.739460 1.185287 -0.380695 0.4 0.3 -0.4
C 1.509288 0.237842 0.602734 1.2 -3.2 -0.4
Br 1.974076 -2.045248 0.405101 -0.7 2.3 -0.1
C 0.077051 0.435184 0.350014 1.6 0.1 -1.7
N -0.545498 0.674016 1.406096 0.1 -0.4 0.2
N 0.483026 0.448813 2.410341 -0.3 0.5 3.1
N 1.631427 0.263373 2.006294 -0.7 0.3 0.2
H -0.097817 0.501884 -0.686690 -1.6 0.1 -0.9
```
Positions in Å, forces in eV/Å.

As for the energy: -5388.9831 a.u. As for the SMILES: BrC1(Br)C=NN=N1. As for the LUMO energy: -2.6 eV. The HOMO energy comes out at -0.398 hartree. Its total charge is 0. As for the energy relative to the best compared isomer or geometry (same formula, charge and spin): 262.2 kJ/mol.


Question: Which value of total charge does entry 1 give?
Answer: +2